{"formula": "C36H42N4O4PdTe", "method": "ωB97M-V with the def2-TZVPD basis set", "de_lowest_kcal_mol": 0.00, "e_homo_ev": -0.43, "homo_lumo_gap_ha": 0.177, "charge": -2, "elements": ["C", "C", "H", "H", "H", "H", "C", "H", "H", "C", "H", "H", "H", "H", "C", "H", "N", "C", "H", "H", "H", "C", "C", "C", "H", "C", "Pd", "H", "H", "O", "H", "O", "H", "H", "C", "H", "H", "H", "H", "C", "N", "C", "C", "H", "C", "O", "C", "H", "C", "H", "C", "H", "C", "H", "C", "C", "H", "H", "H", "H", "N", "C", "C", "C", "C", "C", "H", "H", "C", "Te", "C", "C", "C", "H", "H", "C", "H", "H", "C", "H", "C", "H", "C", "C", "N", "H", "C", "O"], "xyz": [[2.25, 3.79, 1.32], [-2.70, 3.07, -3.01], [5.23, -3.88, -3.32], [4.99, 3.85, 1.50], [-3.93, 4.72, -5.72], [-1.14, 3.20, -1.53], [-3.53, -3.70, 2.12], [-5.02, -4.23, -0.87], [3.49, 3.90, -1.91], [2.28, -1.15, -1.02], [0.33, -4.74, -0.36], [5.47, 2.93, -0.76], [0.03, -1.85, 6.80], [1.49, 4.51, -0.57], [-5.11, 3.14, -2.97], [3.26, 2.72, 2.91], [-3.05, -1.46, 1.61], [-3.61, -4.95, 2.70], [-3.21, -5.13, 3.69], [-4.69, 1.30, -0.93], [5.26, 2.10, 1.57], [-4.73, -5.71, 0.69], [3.52, -1.42, -1.70], [1.68, -3.51, -1.51], [-1.49, -1.52, 5.93], [-3.91, 2.74, -2.39], [-0.45, -0.06, 0.22], [0.62, 2.18, -0.23], [1.11, -5.58, -1.72], [0.43, -0.99, 2.69], [-0.62, 2.45, -3.05], [-2.53, -2.21, 3.75], [3.27, 0.50, 1.75], [2.63, 4.77, 1.63], [1.39, -2.28, -0.99], [-5.20, -6.52, 0.14], [5.97, -2.65, -2.28], [1.64, 1.15, 1.81], [-4.30, -6.96, 2.38], [3.92, 1.43, -0.73], [1.81, -0.05, -0.43], [2.91, -3.72, -2.17], [-4.64, -4.44, 0.12], [-0.21, -4.43, -2.01], [-3.92, 4.17, -4.78], [-4.12, -1.42, -0.44], [-3.81, 1.91, -1.15], [-6.05, 2.87, -2.49], [2.16, 3.72, -0.21], [-2.24, 0.32, 2.43], [2.63, 1.32, 1.39], [0.48, -2.12, -0.42], [-0.45, -1.21, 6.06], [-1.60, 0.21, 4.71], [1.62, 2.35, -0.63], [-4.02, -3.46, 0.86], [4.60, 0.66, -0.37], [3.15, -4.69, -2.60], [3.96, 4.90, -0.53], [4.27, -0.66, -1.81], [-0.96, 0.34, 3.95], [5.13, -2.85, -2.95], [4.58, 2.88, 1.20], [-4.23, -5.96, 1.96], [-5.12, 3.85, -4.16], [3.19, 2.68, 1.81], [3.88, 1.36, -1.82], [-0.40, -0.17, 6.41], [2.51, 1.19, -0.15], [-2.06, 0.65, -1.48], [3.55, 3.92, -0.82], [-2.72, 3.78, -4.21], [3.80, -2.66, -2.25], [-6.06, 4.15, -4.61], [-3.57, 2.52, -0.28], [4.47, 2.80, -0.32], [-1.78, 4.01, -4.70], [1.54, 2.29, -1.72], [-0.08, -0.70, 3.73], [-0.91, 1.14, 2.12], [0.68, -4.63, -1.39], [1.26, 3.65, 1.75], [-3.74, -1.99, 0.57], [-2.96, -2.38, 2.61], [-1.59, 0.99, 2.86], [5.23, -2.17, -3.80], [-1.45, 2.56, -2.36], [0.28, -1.39, 4.86]]}